1.
The following is a DFT calculation (the ωB97M-V functional and the def2-TZVPD basis) of C50H53AsIrN6O5S2 as an isolated structure.

Values from the calculation:
**HOMO-LUMO gap (alpha / beta)**: 5.8 / 5.1 eV
**ΔE to the lowest compared entry with this formula, charge and spin**: 0.0 kcal/mol
**E_tot**: -157223.722 eV
**Charge**: +2
**Expectation value of S²**: 0.8121
**Spin multiplicity**: 2
**Largest force on an atom**: 0.84 eV/Å
**E_LUMO (alpha / beta)**: -0.23234 / -0.25677 hartree

Positions of all 118 atoms, in Å:
Ir  -0.8337  0.1886  0.4538
C  6.2195  7.0063  0.6670
O  7.0129  5.8801  0.2821
C  6.7378  4.6846  0.7794
C  5.6673  4.4191  1.6549
C  5.4693  3.1419  2.1190
C  6.3346  2.1059  1.7272
C  7.4306  2.3896  0.8873
C  7.6133  3.6508  0.3969
N  6.2590  0.8190  2.2121
N  5.3014  0.3317  2.8144
C  3.9749  0.3395  2.6014
C  3.1755  0.1331  3.7543
C  1.8108  0.1243  3.7163
C  1.1482  0.2078  2.4767
O  -0.1289  0.2043  2.3870
C  1.9474  0.3095  1.2687
N  1.2422  0.2934  0.1057
C  1.8845  0.3655  -1.0438
C  3.2783  0.4119  -1.1030
C  4.0089  0.4114  0.0596
C  3.3428  0.3933  1.2990
H  6.6522  7.8568  0.1524
H  6.2733  7.1638  1.7443
H  5.1841  6.8739  0.3507
H  5.0172  5.2160  1.9839
H  4.6683  2.9473  2.8209
H  8.1137  1.5873  0.6411
H  8.4376  3.8928  -0.2590
H  3.7043  0.0163  4.6918
H  1.2144  0.0054  4.6097
H  1.2765  0.3658  -1.9369
H  3.7653  0.4301  -2.0675
H  5.0874  0.4077  0.0110
O  -0.3120  3.0574  -0.8645
S  -0.8023  2.5487  0.4324
C  -2.2435  3.5468  0.9120
C  -1.7999  4.4396  2.0741
C  -0.2837  4.6139  1.9696
C  0.2510  3.2053  1.7378
H  -3.0596  2.8735  1.1590
H  -2.4598  4.1064  0.0013
H  -2.0505  3.9524  3.0184
H  -2.3304  5.3894  2.0442
H  0.1415  5.0458  2.8745
H  -0.0192  5.2571  1.1284
H  0.1065  2.5802  2.6181
H  1.2781  3.1414  1.3789
C  -4.1278  -4.9549  2.2242
C  -3.8136  -3.7513  2.8374
C  -2.8005  -2.9513  2.3273
C  -2.0951  -3.3598  1.1977
C  -2.4074  -4.5713  0.5875
C  -3.4252  -5.3626  1.0993
As  -0.6362  -2.2513  0.5727
C  0.1560  -3.1630  -0.9388
C  0.4590  -2.5124  -2.1258
C  1.1210  -3.1829  -3.1470
C  1.4798  -4.5113  -2.9845
C  1.1945  -5.1653  -1.7911
C  0.5477  -4.4931  -0.7676
C  0.7642  -2.6858  1.8662
C  2.0885  -2.7784  1.4422
C  3.0898  -3.1295  2.3371
C  2.7753  -3.3924  3.6634
C  1.4586  -3.2973  4.0916
C  0.4559  -2.9443  3.1976
H  -4.9199  -5.5753  2.6212
H  -4.3566  -3.4298  3.7166
H  -2.5826  -2.0050  2.7995
H  -1.8805  -4.9005  -0.2977
H  -3.6691  -6.2991  0.6158
H  0.1845  -1.4767  -2.2563
H  1.3545  -2.6660  -4.0692
H  1.9910  -5.0367  -3.7800
H  1.4836  -6.1987  -1.6546
H  0.3609  -5.0042  0.1689
H  2.3435  -2.6171  0.3994
H  4.1119  -3.2230  1.9913
H  3.5514  -3.6876  4.3575
H  1.2047  -3.5179  5.1202
H  -0.5678  -2.9012  3.5439
C  -2.1156  -2.0980  -4.1067
N  -2.2185  -1.3725  -2.8482
C  -3.0073  -2.0566  -1.8443
C  -1.7621  -0.1097  -2.7041
N  -1.4035  0.4488  -1.5556
N  -1.6609  0.6344  -3.8449
C  -2.7498  0.6373  -4.8247
C  -0.8231  1.8214  -3.8928
H  -1.7642  -3.1071  -3.8866
H  -1.3977  -1.6209  -4.7679
H  -3.0789  -2.1767  -4.6142
H  -4.0463  -2.1326  -2.1784
H  -2.9777  -1.5129  -0.9132
H  -2.6285  -3.0629  -1.6906
H  -1.2515  1.4349  -1.7383
H  -3.6010  0.0745  -4.4523
H  -2.4356  0.2238  -5.7832
H  -3.0735  1.6670  -4.9818
H  0.1247  1.6533  -3.3869
H  -1.3020  2.6943  -3.4372
H  -0.6149  2.0509  -4.9361
O  -7.6763  0.9985  -3.5679
C  -7.2599  -0.0776  -2.8733
O  -7.6415  -1.1768  -3.1501
C  -6.2663  0.1679  -1.7771
C  -5.2054  1.0505  -1.9407
C  -4.2169  1.1400  -0.9709
C  -4.2812  0.3514  0.1753
S  -3.0085  0.3251  1.4041
C  -5.3808  -0.4890  0.3603
C  -6.3568  -0.5905  -0.6144
H  -7.4023  1.8161  -3.1368
H  -5.1258  1.6471  -2.8432
H  -3.3764  1.8003  -1.1341
H  -5.4342  -1.1060  1.2482
H  -7.1807  -1.2826  -0.4998

Löwdin population analysis, charges in e, atoms 1 to 4: Ir 0.839; C -0.030; O -0.031; C -0.255

***

2.
The following is a DFT calculation (the ωB97M-V functional and the def2-TZVPD basis) of C50H53Br2N4P2Pt as an isolated structure.

Values from the calculation:
**HOMO-LUMO gap (alpha / beta)**: 3.4 / 4.4 eV
**E_tot**: -220556.247 eV
**Charge**: +3
**Largest force on an atom**: 3.35 eV/Å
**E_LUMO (alpha / beta)**: -0.41258 / -0.39710 hartree

Positions of all 112 atoms, in Å:
Pt  0.3943  -0.0299  0.2974
C  -2.8436  2.3778  1.3919
C  -1.6802  2.3301  2.3792
C  -1.7144  3.5668  3.2648
P  -0.0970  2.0716  1.4188
C  1.2709  2.6010  2.5456
C  2.5467  2.6128  1.7029
C  1.3268  1.6328  3.7267
C  -0.2098  3.3706  0.1484
C  -0.2077  4.7132  0.4671
C  -0.5169  5.7049  -0.4760
C  -0.6294  7.1256  -0.0832
C  -0.7427  5.2982  -1.8077
C  -0.6672  3.9858  -2.1717
C  -0.4097  2.9626  -1.2058
N  -0.3558  1.6912  -1.5571
C  -0.2594  1.2339  -2.8340
C  -1.3629  0.5981  -3.4694
C  -2.6886  0.6275  -2.7805
C  -1.2090  0.1034  -4.7449
C  0.0099  0.2008  -5.4370
C  0.1523  -0.3350  -6.8089
C  1.0745  0.8543  -4.8070
C  0.9661  1.3889  -3.5441
C  2.0831  2.1672  -2.9324
H  -3.7881  2.3338  1.9273
H  -2.8032  1.5540  0.6810
H  -2.8247  3.3053  0.8260
H  -1.7660  1.4412  3.0123
H  -1.6396  4.4707  2.6699
H  -0.9523  3.5733  4.0377
H  -2.6823  3.5934  3.7613
H  1.0586  3.6085  2.9138
H  2.5489  1.7625  1.0110
H  3.4341  2.5686  2.3300
H  2.6020  3.5249  1.1124
H  1.1682  0.6064  3.3951
H  0.5648  1.8692  4.4643
H  2.2893  1.6927  4.2290
H  0.0264  5.0277  1.4735
H  -0.4042  7.2788  0.9707
H  -1.6386  7.4954  -0.2883
H  0.0374  7.7426  -0.6909
H  -0.9628  6.0465  -2.5549
H  -0.8065  3.6865  -3.2007
H  -2.5863  0.3686  -1.7276
H  -3.3985  -0.0439  -3.2541
H  -3.0943  1.6409  -2.8309
H  -2.0562  -0.3416  -5.2460
H  -0.6196  0.0849  -7.4548
H  0.0055  -1.4165  -6.8334
H  1.1217  -0.0955  -7.2358
H  2.0023  0.9744  -5.3451
H  3.0378  1.8376  -3.3281
H  2.0732  2.0736  -1.8478
H  1.9772  3.2223  -3.1800
N  2.3436  -0.9912  1.5091
C  2.1624  -1.6379  2.7499
C  3.1801  -1.6528  3.7029
C  3.0313  -2.3908  4.8606
C  1.8551  -3.0872  5.0883
C  0.8168  -3.0228  4.1739
C  0.9465  -2.2823  3.0080
P  -0.4245  -2.0736  1.7988
C  -1.9554  -1.9515  2.7849
C  -2.7659  -0.8405  2.5898
C  -3.8854  -0.6321  3.3764
C  -4.1880  -1.5317  4.3858
C  -3.4269  -2.6820  4.5326
C  -2.3415  -2.9247  3.7096
C  -0.5827  -3.7380  1.0999
C  0.5240  -4.5626  0.8940
C  0.3406  -5.8442  0.4106
C  -0.9352  -6.3015  0.1067
C  -2.0372  -5.4779  0.2955
C  -1.8640  -4.1991  0.7836
H  3.1688  -0.3964  1.5371
H  2.4321  -1.6575  0.7430
H  4.1048  -1.1324  3.5031
H  3.8377  -2.4411  5.5727
H  1.7336  -3.6708  5.9848
H  -0.0990  -3.5387  4.3918
H  -2.5128  -0.1673  1.7832
H  -4.5113  0.2292  3.2051
H  -5.0403  -1.3620  5.0241
H  -3.6942  -3.4091  5.2848
H  -1.8403  -3.8799  3.7583
H  1.5157  -4.2143  1.1503
H  1.1917  -6.4953  0.2861
H  -1.0711  -7.3039  -0.2654
H  -3.0307  -5.8402  0.0811
H  -2.7250  -3.5693  0.9619
Br  5.5500  -1.1994  -4.6853
C  4.3022  -0.9721  -3.2692
C  4.6465  -0.2761  -2.1131
C  3.6608  -0.0749  -1.1667
N  2.4152  -0.5325  -1.2672
C  2.0970  -1.2682  -2.3424
C  3.0137  -1.4841  -3.3694
C  0.7393  -1.8384  -2.3944
C  0.3667  -2.7273  -3.3991
C  -0.9316  -3.2239  -3.4376
Br  -1.4659  -4.3947  -4.8255
C  -1.8222  -2.8403  -2.4383
C  -1.3554  -1.9870  -1.4579
N  -0.1239  -1.4877  -1.4299
H  5.6422  0.1079  -1.9698
H  3.8951  0.5128  -0.2912
H  2.7517  -2.0310  -4.2569
H  1.0655  -3.0532  -4.1504
H  -2.8357  -3.2103  -2.4263
H  -2.0142  -1.6912  -0.6508

Löwdin population analysis, charges in e, atoms 1 to 4: Pt 0.827; C -0.105; C -0.502; C -0.070

***

3.
The following is a DFT calculation (the ωB97M-V functional and the def2-TZVPD basis) of a 2-piece molecular cluster, C50H53F5N3O2Si overall.

Values from the calculation:
**HOMO-LUMO gap**: 4.7 eV
**ΔE to the lowest compared entry with this formula, charge and spin**: 8.7 kcal/mol
**E_tot**: -82734.173 eV
**Charge**: +1
**Largest force on an atom**: 3.09 eV/Å
**E_LUMO**: -0.17342 hartree

Positions of all 114 atoms, in Å:
C  -5.2976  3.1547  -2.7339
N  -4.1088  2.3411  -2.6625
C  -4.1741  0.9767  -2.7146
O  -5.1990  0.3012  -2.6920
C  -2.7329  0.4505  -2.7291
C  -2.4289  -0.2559  -4.0494
C  -3.3026  -1.4670  -4.1585
C  -4.3423  -1.5564  -5.0836
F  -4.4987  -0.5663  -6.0021
C  -5.2863  -2.5800  -5.0371
F  -6.3210  -2.6028  -5.8989
C  -5.1737  -3.5687  -4.0538
F  -6.1121  -4.5276  -3.9527
C  -4.0897  -3.5527  -3.1758
F  -3.9785  -4.5021  -2.2220
C  -3.1541  -2.5284  -3.2640
F  -2.0982  -2.5271  -2.3962
N  -1.9715  1.6640  -2.4474
C  -0.6703  1.6190  -2.1319
C  0.1116  2.7467  -1.8819
C  1.1827  2.7947  -1.0055
C  2.2526  3.7242  -1.3165
C  3.6002  3.2874  -1.3884
C  4.5382  4.0178  -2.1119
C  4.1839  5.2501  -2.6824
C  2.9007  5.7803  -2.4694
C  1.9477  5.0318  -1.7841
C  -2.7589  2.8895  -2.6604
C  -2.4041  3.5014  -4.0258
C  -2.6081  3.9296  -1.5544
H  -6.1650  2.5064  -2.8704
H  -5.4265  3.7312  -1.8119
H  -5.2219  3.8592  -3.5692
H  -2.5847  -0.2651  -1.9025
H  -2.6437  0.4105  -4.8974
H  -1.3694  -0.5507  -4.0726
H  -0.2111  0.6216  -2.1180
H  -0.0644  3.6382  -2.4967
H  1.3489  1.9966  -0.2819
H  3.8542  2.3266  -0.9307
H  5.5479  3.6223  -2.2459
H  4.9062  5.8051  -3.2872
H  2.6426  6.7698  -2.8572
H  0.9394  5.4271  -1.6257
H  -2.7409  2.8410  -4.8362
H  -2.8964  4.4756  -4.1281
H  -1.3205  3.6386  -4.1084
H  -2.8732  3.4886  -0.5858
H  -1.5830  4.2970  -1.4951
H  -3.2644  4.7771  -1.7851
C  2.6432  -2.6511  -1.6629
Si  3.1209  -3.6992  -0.2045
C  1.8689  -5.0367  0.0897
C  4.8453  -4.3606  -0.3637
O  3.2062  -2.7133  1.1330
C  2.3201  -2.1288  2.0670
C  0.9310  -1.9221  1.4593
C  -0.1366  -2.7796  1.7330
C  -1.4277  -2.4015  1.3509
C  -1.6376  -1.2012  0.6727
C  -0.5420  -0.4083  0.3386
C  0.7531  -0.8728  0.5597
C  2.2842  -3.0068  3.3431
C  3.2437  -4.0008  3.5629
C  3.1156  -4.8618  4.6587
C  2.0795  -4.6793  5.5764
C  1.1797  -3.6231  5.4089
C  1.2816  -2.7880  4.2906
C  3.0433  -0.7501  2.4206
C  4.2327  -0.9656  3.3777
C  3.7747  -0.4988  4.7567
C  2.4563  0.2638  4.5468
N  2.2096  0.2154  3.1163
C  1.3015  1.0645  2.5521
C  0.0213  1.0751  3.0254
C  -1.1139  1.9107  2.7381
C  -2.3979  1.4644  3.1537
C  -3.5070  2.2948  3.0593
C  -3.3643  3.5888  2.5373
C  -2.1208  4.0081  2.0410
C  -1.0048  3.1714  2.1138
H  2.7706  -3.2430  -2.5811
H  1.5982  -2.3216  -1.6014
H  3.2860  -1.7629  -1.7249
H  2.0930  -5.8701  -0.5925
H  1.9100  -5.4073  1.1219
H  0.8504  -4.6816  -0.1147
H  4.9356  -4.9379  -1.2940
H  5.5703  -3.5363  -0.3868
H  5.0946  -5.0138  0.4824
H  0.0305  -3.7179  2.2682
H  -2.2751  -3.0346  1.6183
H  -2.6528  -0.8790  0.4213
H  -0.6910  0.6029  -0.0447
H  1.6231  -0.4024  0.0889
H  4.0899  -4.1050  2.8786
H  3.8378  -5.6702  4.7797
H  1.9801  -5.3507  6.4327
H  0.3792  -3.4468  6.1296
H  0.5599  -1.9813  4.1315
H  3.3767  -0.3074  1.4664
H  4.6049  -1.9919  3.3644
H  5.0355  -0.3145  3.0164
H  3.6310  -1.3362  5.4517
H  4.5128  0.1758  5.1991
H  1.6247  -0.2096  5.0919
H  2.5092  1.3060  4.9004
H  1.6141  1.6913  1.7093
H  -0.2097  0.2651  3.7275
H  -2.4866  0.4509  3.5582
H  -4.4803  1.9397  3.4035
H  -4.2272  4.2576  2.4972
H  -2.0091  5.0054  1.6085
H  -0.0264  3.4774  1.7323

Löwdin population analysis, charges in e, atoms 1 to 4: C 0.005; N -0.024; C -0.354; O 0.109

***

4.
The following is a DFT calculation (the ωB97M-V functional and the def2-TZVPD basis) of C50H53F9N4OP2S2Sc as an isolated structure.

Values from the calculation:
**HOMO-LUMO gap**: 6.5 eV
**ΔE to the lowest compared entry with this formula, charge and spin**: 19.1 kcal/mol
**E_tot**: -146126.525 eV
**Charge**: +1
**Largest force on an atom**: 0.66 eV/Å
**E_LUMO**: -0.12873 hartree

Positions of all 122 atoms, in Å:
Sc  0.1700  0.2866  0.6178
C  0.5695  5.4649  0.6020
C  1.1101  4.0741  0.9480
C  0.5736  3.6618  2.3160
P  0.8050  2.7779  -0.3446
C  2.1719  2.9143  -1.5761
C  2.5748  4.3076  -2.0571
C  1.8409  2.0011  -2.7530
C  -0.7224  3.1596  -1.2006
C  -0.9193  4.2888  -1.9966
C  -2.1157  4.5282  -2.6503
C  -2.3075  5.7323  -3.5293
C  -3.1340  3.5977  -2.4650
C  -2.9694  2.4729  -1.6792
C  -1.7491  2.2161  -1.0341
N  -1.5277  1.0542  -0.2472
C  -2.7763  0.4251  0.1084
C  -3.4908  0.8697  1.2313
C  -3.1169  2.1400  1.9360
C  -4.6278  0.1729  1.6244
C  -5.1140  -0.9174  0.9101
C  -6.3575  -1.6374  1.3524
C  -4.4521  -1.2744  -0.2562
C  -3.3071  -0.6051  -0.6846
C  -2.6899  -0.9806  -2.0118
H  0.7714  6.1427  1.4340
H  -0.5107  5.4354  0.4520
H  1.0210  5.8928  -0.2913
H  2.2042  4.1222  0.9888
H  -0.5188  3.6851  2.3188
H  0.9091  4.3760  3.0700
H  0.9159  2.6729  2.6205
H  3.0261  2.4889  -1.0473
H  1.8598  4.7126  -2.7744
H  3.5374  4.2388  -2.5679
H  2.6971  5.0207  -1.2421
H  1.0372  2.4164  -3.3648
H  1.5366  1.0039  -2.4263
H  2.7247  1.8760  -3.3827
H  -0.1196  5.0098  -2.1022
H  -1.5214  6.4696  -3.3667
H  -3.2663  6.2159  -3.3378
H  -2.2872  5.4528  -4.5850
H  -4.0917  3.7582  -2.9491
H  -3.8048  1.7961  -1.5677
H  -2.0437  2.2779  1.9969
H  -3.5291  2.1695  2.9446
H  -3.5136  2.9962  1.3825
H  -5.1638  0.5119  2.5064
H  -7.2514  -1.0570  1.1158
H  -6.3589  -1.8038  2.4310
H  -6.4547  -2.6038  0.8573
H  -4.8459  -2.0830  -0.8654
H  -3.3394  -0.6609  -2.8293
H  -2.5693  -2.0623  -2.1105
H  -1.7193  -0.5105  -2.1642
O  -0.8198  -1.6365  0.4724
H  -1.1631  -1.9418  1.3591
H  -1.5987  -1.5751  -0.1025
S  2.3958  0.4230  1.9628
C  3.1950  0.3375  0.4870
N  3.6545  0.2354  -0.5737
C  -1.5633  -2.6810  7.1939
C  -1.6411  -2.5819  5.7102
C  -2.1867  -3.5267  4.8870
C  -2.1205  -3.3196  3.4978
N  -1.5810  -2.2224  2.9851
C  -1.1206  -1.2431  3.7839
S  -0.6241  0.2732  3.2550
N  -1.1108  -1.4763  5.1328
C  -2.6979  -4.3136  2.5474
H  -2.2382  -3.4505  7.5583
H  -1.8244  -1.7308  7.6609
H  -0.5470  -2.9432  7.4946
H  -2.6395  -4.4167  5.2980
H  -0.7166  -0.7458  5.7115
H  -2.3999  -5.3287  2.8067
H  -2.3969  -4.0934  1.5258
H  -3.7885  -4.2665  2.6101
F  0.5153  -8.3733  2.8924
C  0.0139  -8.0870  1.6793
F  0.2914  -9.1097  0.8698
F  -1.3286  -8.0399  1.8228
C  0.5378  -6.7767  1.1621
C  1.0767  -6.6697  -0.1116
C  1.5240  -5.4352  -0.5600
C  1.4141  -4.3050  0.2462
C  0.8733  -4.4337  1.5242
C  0.4478  -5.6659  1.9875
P  2.0392  -2.6595  -0.2236
C  1.5152  -2.4584  -1.9571
C  0.3328  -3.0364  -2.4191
C  -0.1590  -2.7405  -3.6823
C  0.5228  -1.8485  -4.4922
C  1.7037  -1.2662  -4.0489
C  2.1950  -1.5641  -2.7905
C  -0.0028  -1.4718  -5.8466
F  -0.2551  -0.1502  -5.9162
F  -1.1450  -2.1091  -6.1447
F  0.8798  -1.7478  -6.8178
C  3.8286  -2.9513  -0.3183
C  4.4856  -3.4272  -1.4497
C  5.8562  -3.6308  -1.4296
C  6.5717  -3.3739  -0.2694
C  5.9266  -2.9166  0.8695
C  4.5593  -2.7011  0.8415
C  8.0658  -3.5433  -0.2517
F  8.6949  -2.3773  -0.4799
F  8.4856  -4.4069  -1.1877
F  8.4969  -3.9942  0.9367
H  1.1561  -7.5442  -0.7430
H  1.9573  -5.3510  -1.5497
H  0.8131  -3.5592  2.1641
H  0.0575  -5.7758  2.9923
H  -0.2113  -3.7344  -1.7938
H  -1.0744  -3.1994  -4.0306
H  2.2362  -0.5672  -4.6827
H  3.0965  -1.0744  -2.4420
H  3.9363  -3.6401  -2.3582
H  6.3663  -3.9941  -2.3119
H  6.4906  -2.7175  1.7713
H  4.0629  -2.3086  1.7226

Löwdin population analysis, charges in e, atoms 1 to 4: Sc 0.664; C -0.103; C -0.511; C -0.130

***

Among the records above, which one has the lowest E_tot? C50H53Br2N4P2Pt

***

largest force on an atom of number 2 (C50H53Br2N4P2Pt)? 3.35 eV/Å